Record 1
{"formula": "C33H32AsClF6NOsPS2SbTe", "method": "wB97M-V/def2-TZVPD", "symbols": ["Os", "Cl", "C", "C", "C", "C", "C", "C", "P", "C", "C", "C", "C", "C", "C", "C", "C", "C", "C", "C", "C", "H", "H", "H", "H", "H", "H", "H", "H", "H", "H", "H", "H", "H", "H", "F", "Sb", "F", "F", "F", "F", "F", "Te", "C", "C", "C", "C", "S", "H", "H", "H", "C", "C", "C", "C", "C", "C", "C", "C", "N", "H", "H", "H", "H", "H", "H", "C", "As", "C", "C", "S", "H", "H", "H", "H", "H", "H", "H", "H", "H"], "coordinates": [[0.433, -1.102, -0.480], [-0.529, 2.911, 0.694], [-1.471, 2.068, 1.884], [-2.575, 2.738, 2.383], [-3.343, 2.157, 3.380], [-2.981, 0.925, 3.898], [-1.867, 0.267, 3.403], [-1.102, 0.806, 2.366], [0.337, -0.106, 1.722], [0.871, -1.350, 2.923], [0.028, -2.366, 3.379], [0.513, -3.362, 4.207], [1.853, -3.372, 4.572], [2.703, -2.380, 4.108], [2.221, -1.374, 3.284], [1.712, 1.054, 1.632], [2.593, 1.051, 0.558], [3.642, 1.955, 0.516], [3.806, 2.864, 1.551], [2.934, 2.862, 2.633], [1.886, 1.958, 2.678], [-2.811, 3.721, 2.000], [-4.205, 2.682, 3.769], [-3.552, 0.476, 4.699], [-1.580, -0.662, 3.864], [-1.008, -2.382, 3.086], [-0.152, -4.136, 4.567], [2.233, -4.154, 5.215], [3.748, -2.385, 4.386], [2.903, -0.616, 2.926], [2.502, 0.321, -0.246], [4.340, 1.941, -0.311], [4.624, 3.571, 1.522], [3.072, 3.564, 3.444], [1.206, 1.959, 3.522], [1.410, -2.815, 0.386], [2.952, -3.289, -0.785], [3.780, -1.828, 0.027], [3.595, -4.555, 0.386], [4.165, -3.319, -2.180], [1.758, -4.423, -1.657], [1.929, -1.831, -1.854], [-2.500, 1.342, -1.831], [-2.123, 3.376, -2.028], [-2.997, 4.328, -1.592], [-2.523, 5.648, -1.848], [-1.306, 5.660, -2.449], [-0.724, 4.072, -2.732], [-3.935, 4.118, -1.097], [-3.062, 6.543, -1.578], [-0.706, 6.510, -2.729], [-0.940, -2.493, -1.108], [-2.135, -2.528, -0.226], [-3.332, -1.920, -0.604], [-4.429, -1.932, 0.238], [-4.341, -2.576, 1.470], [-3.178, -3.255, 1.826], [-2.084, -3.229, 0.979], [-5.458, -2.547, 2.374], [-6.350, -2.494, 3.094], [-1.227, -2.197, -2.121], [-0.423, -3.453, -1.135], [-3.422, -1.485, -1.593], [-5.359, -1.463, -0.055], [-3.146, -3.802, 2.759], [-1.183, -3.771, 1.236], [-0.497, 1.396, -5.121], [0.365, 0.199, -3.906], [0.001, -1.611, -4.414], [2.261, 0.460, -3.870], [-0.181, 0.705, -1.774], [-0.212, 1.074, -6.124], [-0.162, 2.413, -4.935], [-1.575, 1.322, -4.995], [0.484, -1.745, -5.384], [-1.068, -1.778, -4.527], [0.436, -2.289, -3.688], [2.653, 0.373, -4.883], [2.697, -0.313, -3.238], [2.478, 1.450, -3.472]], "forces_ev_per_a": [[0.42, 0.49, 0.48], [0.02, -0.02, -0.01], [0.00, 0.04, 0.03], [-0.01, -0.04, 0.00], [0.03, 0.00, -0.01], [-0.02, 0.01, 0.00], [-0.06, -0.02, 0.01], [0.12, -0.03, -0.10], [-0.07, -0.26, -0.41], [0.04, -0.03, -0.11], [0.05, 0.00, 0.02], [0.01, 0.00, -0.01], [0.00, 0.01, 0.00], [-0.01, -0.02, 0.01], [-0.02, 0.01, 0.02], [-0.11, 0.10, 0.12], [-0.05, -0.06, 0.05], [0.03, 0.01, -0.02], [-0.01, 0.00, -0.01], [0.00, -0.01, 0.02], [0.11, 0.02, -0.02], [-0.01, 0.01, 0.00], [-0.01, 0.00, 0.00], [-0.01, 0.01, 0.01], [0.01, -0.04, -0.01], [-0.05, -0.05, -0.01], [-0.01, 0.00, 0.00], [0.00, 0.00, 0.01], [0.01, 0.00, 0.00], [0.00, -0.02, 0.02], [0.04, 0.00, -0.02], [0.00, 0.00, -0.01], [0.01, 0.00, 0.00], [0.01, 0.01, 0.00], [-0.01, 0.01, -0.01], [0.00, -0.05, 0.10], [-0.15, 0.04, -0.20], [-0.01, 0.03, 0.01], [0.02, 0.01, 0.02], [0.04, -0.03, 0.02], [-0.02, -0.04, 0.03], [-0.09, -0.12, 0.14], [-0.30, -0.05, -0.22], [-0.08, -0.02, -0.03], [0.07, 0.11, 0.00], [-0.02, -0.05, 0.01], [0.01, -0.01, 0.03], [-0.04, 0.00, -0.02], [-0.01, -0.01, 0.00], [-0.01, 0.01, -0.01], [0.00, 0.01, -0.01], [-0.31, -0.05, -0.16], [0.15, -0.04, 0.00], [-0.02, 0.07, 0.05], [-0.02, 0.02, -0.02], [0.00, 0.01, 0.00], [0.06, 0.00, -0.01], [-0.05, 0.01, 0.03], [-0.02, 0.00, -0.07], [-0.01, 0.01, 0.06], [-0.01, -0.09, -0.01], [0.08, 0.01, 0.04], [0.01, 0.04, 0.01], [0.01, 0.00, 0.00], [0.01, -0.01, 0.00], [0.02, -0.01, 0.03], [0.00, 0.02, 0.06], [0.18, -0.16, 0.11], [-0.04, 0.06, -0.17], [0.06, 0.03, -0.06], [0.10, 0.10, 0.26], [0.00, 0.01, -0.01], [-0.01, -0.03, -0.03], [-0.01, 0.01, -0.02], [0.01, -0.04, 0.03], [-0.03, 0.03, 0.06], [0.05, -0.06, 0.00], [-0.03, 0.01, -0.01], [-0.01, 0.08, -0.06], [-0.02, 0.02, -0.01]], "de_lowest_ev": 0.000, "max_force_ev_per_a": 0.81, "charge": 2, "lumo_energy_ha": [-0.2487, -0.2612], "s_squared": 0.757, "spin_multiplicity": 2, "orbital_gap_ev": [6.935, 6.579]}


Record 2
{"formula": "C33H32AuN2O2P", "method": "wB97M-V/def2-TZVPD", "symbols": ["Au", "O", "C", "C", "C", "C", "N", "C", "C", "C", "C", "C", "C", "O", "C", "C", "N", "H", "H", "H", "H", "H", "H", "H", "H", "H", "H", "H", "H", "C", "C", "C", "C", "C", "C", "C", "P", "C", "C", "C", "C", "C", "C", "C", "C", "C", "C", "C", "C", "C", "C", "H", "H", "H", "H", "H", "H", "H", "H", "H", "H", "H", "H", "H", "H", "H", "H", "H", "H", "H", "H"], "coordinates": [[0.652, 1.031, -0.281], [-4.252, 5.297, -3.170], [-2.952, 5.314, -3.686], [-2.095, 4.319, -2.962], [-0.799, 4.036, -3.392], [-0.052, 3.117, -2.683], [-0.515, 2.486, -1.613], [-1.758, 2.732, -1.188], [-2.576, 3.651, -1.839], [-2.206, 2.022, 0.021], [-3.561, 1.883, 0.311], [-3.950, 1.246, 1.481], [-5.426, 1.070, 1.787], [-5.953, 2.245, 2.336], [-2.956, 0.842, 2.370], [-1.631, 0.985, 1.997], [-1.271, 1.521, 0.839], [-4.805, 5.925, -3.650], [-2.492, 6.311, -3.578], [-2.941, 5.071, -4.761], [-0.382, 4.528, -4.256], [0.957, 2.874, -2.978], [-3.573, 3.873, -1.494], [-4.308, 2.247, -0.375], [-5.568, 0.202, 2.441], [-5.959, 0.899, 0.846], [-5.867, 2.252, 3.295], [-3.204, 0.421, 3.331], [-0.838, 0.657, 2.656], [2.555, 0.287, 2.911], [2.124, -1.120, 3.163], [2.316, -1.711, 4.402], [1.905, -3.014, 4.640], [1.287, -3.750, 3.636], [1.074, -3.186, 2.393], [1.514, -1.879, 2.151], [1.392, -1.155, 0.506], [0.244, -2.187, -0.434], [-1.088, -1.971, -0.058], [-2.112, -2.673, -0.656], [-1.802, -3.568, -1.672], [-0.485, -3.784, -2.042], [0.569, -3.108, -1.436], [1.975, -3.432, -1.817], [3.066, -1.134, -0.148], [4.063, -1.960, 0.363], [5.354, -1.870, -0.128], [5.685, -0.843, -1.018], [4.731, 0.052, -1.442], [3.375, -0.122, -1.102], [2.351, 0.672, -1.720], [2.795, 0.781, 3.848], [1.769, 0.854, 2.405], [3.447, 0.309, 2.283], [2.782, -1.137, 5.188], [2.054, -3.449, 5.616], [0.978, -4.768, 3.823], [0.598, -3.756, 1.606], [-1.291, -1.251, 0.724], [-3.137, -2.531, -0.346], [-2.591, -4.100, -2.180], [-0.262, -4.504, -2.815], [1.988, -4.295, -2.475], [2.561, -3.677, -0.932], [2.468, -2.605, -2.327], [3.820, -2.695, 1.120], [6.105, -2.579, 0.188], [6.701, -0.759, -1.371], [5.005, 0.862, -2.098], [1.684, 0.119, -2.375], [2.718, 1.580, -2.180]], "forces_ev_per_a": [[-0.20, -0.15, -0.85], [-0.22, -0.10, 0.18], [0.21, 0.37, -0.44], [-0.02, -0.16, 0.08], [-0.23, -0.10, 0.27], [0.24, 0.31, -0.50], [0.82, -0.66, 1.01], [-0.31, 0.38, -0.24], [0.31, -0.18, -0.06], [-0.84, -0.07, 0.22], [0.48, -0.07, 0.08], [-0.03, -0.03, 0.17], [0.15, -0.24, -0.09], [-0.14, 0.37, 0.13], [0.03, 0.18, -0.29], [-0.29, -0.20, 0.54], [0.88, -0.13, -0.60], [0.10, -0.07, 0.07], [0.00, -0.20, -0.02], [0.06, 0.00, 0.17], [0.10, 0.01, -0.08], [0.08, 0.03, -0.09], [0.01, -0.02, 0.05], [-0.08, 0.02, -0.07], [-0.03, 0.06, -0.11], [0.04, -0.09, 0.16], [0.01, -0.04, -0.05], [-0.01, -0.14, 0.08], [0.07, -0.07, -0.05], [0.11, 0.08, 0.07], [-0.10, -0.14, -0.07], [-0.08, -0.07, -0.02], [-0.04, 0.05, -0.12], [0.06, -0.08, 0.08], [0.04, 0.16, -0.28], [-0.33, 0.70, 0.19], [0.10, 0.24, -1.03], [-0.09, 0.26, 0.15], [0.19, -0.07, -0.03], [-0.06, -0.01, -0.12], [0.01, 0.06, 0.04], [-0.10, 0.06, -0.03], [-0.14, 0.04, 0.23], [0.16, -0.20, -0.08], [0.74, 0.87, -0.40], [-0.46, -0.01, -0.28], [0.26, 0.41, -0.42], [0.22, -0.84, 0.57], [-1.20, 0.11, -0.28], [1.62, -1.45, 1.56], [-2.25, 0.25, 0.78], [0.01, 0.13, 0.01], [0.08, 0.12, 0.08], [0.06, 0.08, -0.06], [0.05, 0.03, 0.11], [0.03, -0.07, 0.06], [-0.05, -0.03, 0.00], [-0.04, -0.01, 0.02], [-0.20, -0.03, 0.10], [-0.03, 0.05, 0.00], [-0.08, -0.11, -0.01], [0.02, -0.05, -0.06], [0.04, -0.03, -0.08], [0.07, -0.06, -0.09], [0.06, 0.00, -0.02], [0.01, -0.03, 0.03], [0.08, 0.07, 0.12], [0.10, 0.10, 0.02], [0.05, 0.11, -0.16], [0.13, -0.10, -0.40], [-0.26, 0.40, 0.16]], "max_force_ev_per_a": 2.68, "charge": 2, "lumo_energy_ha": -0.2790, "orbital_gap_ev": 6.508}


Q: Number 1 is which compound?
A: C33H32AsClF6NOsPS2SbTe